[1]
Computed, not measured: 2 unconnected molecules or ions with the total composition C2H10N2S2, with ωB97M-V/def2-TZVPD.

```
! wB97M-V def2-TZVPD RIJCOSX def2/J DEFGRID3
* xyz 0 1
C -1.37371 -0.65818 2.10961
S -2.82014 -0.41667 1.06068
S -2.19302 1.11230 -0.33368
H -1.73019 -0.67810 3.14450
H -0.59682 0.09560 2.14887
H -0.99150 -1.64597 1.87962
H -1.02125 1.06407 0.30486
N 0.99269 1.22792 -1.72693
C 1.66066 0.25663 -0.89479
N 0.84290 -0.97080 -0.85784
H 0.78755 2.13763 -1.36408
H 0.14266 0.85756 -2.12595
H 2.68268 0.04372 -1.22432
H 1.65454 0.59991 0.14607
H 1.32778 -1.76213 -0.45525
H 0.63519 -1.26351 -1.81137
*
```

Properties
HOMO	-8.001	eV
M	126.25	Da
ΔE to the lowest compared entry with this formula, charge and spin	1.0351	eV
frontier orbital gap	8.3	eV

The computed Löwdin charges, all in e, follow: number 1, C, carries -0.5084; number 2, S, carries 0.3828; number 3, S, carries 0.2962; number 4, H, carries 0.0251; number 5, H, carries 0.0249; number 6, H, carries 0.0174; number 7, H, carries -0.2400; number 8, N, carries -0.0158; number 9, C, carries -0.3729; number 10, N, carries -0.0141; number 11, H, carries 0.0521; number 12, H, carries 0.0312; number 13, H, carries 0.0952; number 14, H, carries 0.0969; number 15, H, carries 0.0622; number 16, H, carries 0.0672

[2]
Computed, not measured: a molecular structure, C8H10, with ωB97M-V/def2-TZVPD.

```
! wB97M-V def2-TZVPD RIJCOSX def2/J DEFGRID3
* xyz 0 1
C 0.49618 0.88188 -0.11658
C 0.72370 1.53707 -1.44076
C 0.45130 -0.58857 -0.08285
C -1.22129 0.30587 0.17672
C 0.05841 -1.39624 -1.14394
C -1.87224 0.25123 1.33858
C 0.98348 -1.20091 1.10002
C 1.47219 -1.67911 2.08709
H 0.86480 1.35243 0.78777
H -1.72308 0.54537 -0.74735
H 1.60563 1.10645 -1.93144
H -0.10488 1.36952 -2.13735
H 0.83276 2.61247 -1.32953
H -0.14320 -0.99130 -2.12106
H -0.05784 -2.45714 -0.99883
H -1.38269 0.00822 2.26978
H -2.93270 0.45493 1.36574
H 1.94947 -2.11217 2.92397
*
```

Properties
HOMO	-7.251	eV
M	106.17	Da
ΔE to the lowest compared entry with this formula, charge and spin	5.9211	eV
frontier orbital gap	8.2	eV

The computed Löwdin charges, all in e, follow: number 1, C, carries -0.1752; number 2, C, carries -0.0744; number 3, C, carries -0.4475; number 4, C, carries -0.1131; number 5, C, carries 0.0488; number 6, C, carries -0.0118; number 7, C, carries -0.0973; number 8, C, carries 0.1470; number 9, H, carries 0.1342; number 10, H, carries 0.1003; number 11, H, carries 0.0926; number 12, H, carries 0.0765; number 13, H, carries 0.0764; number 14, H, carries 0.0523; number 15, H, carries 0.0639; number 16, H, carries 0.0521; number 17, H, carries 0.0506; number 18, H, carries 0.0246

[3]
Computed, not measured: 2 unconnected molecules or ions with the total composition C4H10N2, with ωB97M-V/def2-TZVPD.

```
! wB97M-V def2-TZVPD RIJCOSX def2/J DEFGRID3
* xyz 0 1
C 3.31257 -0.08985 -0.83027
N 2.27870 0.54896 -0.31754
C 1.92747 0.07430 1.05647
H 3.61215 0.22634 -1.89147
H 3.79834 -0.77996 -0.23889
H 0.76909 0.00747 1.11312
H 2.14488 -0.97079 1.23816
H 2.31097 0.62459 1.88414
C -1.99926 0.02903 -1.60602
N -2.10756 -0.58707 -0.44127
C -2.86813 -0.07481 0.81734
H -1.35125 0.87179 -1.82744
H -2.71436 -0.18032 -2.39304
H -2.44094 -0.48613 1.75340
H -2.72928 1.04075 1.03882
H -3.94339 -0.25428 0.64449
*
```

Properties
HOMO	-7.789	eV
M	86.14	Da
ΔE to the lowest compared entry with this formula, charge and spin	5.2472	eV
frontier orbital gap	7.8	eV

The computed Löwdin charges, all in e, follow: number 1, C, carries -0.0589; number 2, N, carries -0.0823; number 3, C, carries -0.1651; number 4, H, carries 0.0872; number 5, H, carries 0.0281; number 6, H, carries 0.0862; number 7, H, carries 0.0513; number 8, H, carries 0.0529; number 9, C, carries -0.0678; number 10, N, carries -0.1001; number 11, C, carries -0.1256; number 12, H, carries 0.0518; number 13, H, carries 0.0521; number 14, H, carries 0.0550; number 15, H, carries 0.0733; number 16, H, carries 0.0620

[4]
Computed, not measured: a molecular structure, C35H44BF4N7OSSiY, with ωB97M-V/def2-TZVPD.

```
! wB97M-V def2-TZVPD RIJCOSX def2/J DEFGRID3
* xyz 1 1
Y -0.55460 -0.45481 -1.33185
C -5.23165 1.68024 -0.26579
N -4.40139 2.10303 -1.35294
C -4.61892 3.40564 -2.01938
C -3.23737 3.86211 -2.49272
N -2.35539 2.86426 -1.93289
C -0.90138 2.83898 -2.18724
C -3.04119 1.81566 -1.49032
N -2.52745 0.60801 -1.17648
C -3.33685 -0.61290 -1.58324
C -3.28244 -1.65355 -0.45086
N -1.92070 -1.99766 -0.09553
C -1.68987 -2.59757 1.06516
N -0.58661 -3.35044 1.26490
C 0.38138 -3.64190 0.28777
C -0.52844 -3.95220 2.60197
C -1.93529 -3.74506 3.12281
N -2.46943 -2.75682 2.20595
C -3.73585 -2.18807 2.56088
H -5.96317 2.47111 -0.02208
H -4.69652 1.39737 0.65599
H -5.74971 0.78704 -0.55191
H -5.11400 4.05332 -1.32433
H -5.26054 3.31484 -2.93598
H -3.01769 4.91432 -2.21092
H -3.19439 3.82421 -3.61674
H -0.55363 3.88930 -2.22446
H -0.66713 2.37810 -3.14763
H -0.41141 2.32494 -1.32982
H -2.98952 -0.99840 -2.53312
H -4.37954 -0.28910 -1.82717
H -3.81328 -2.52288 -0.85576
H -3.89106 -1.25378 0.33456
H 1.29399 -3.84878 0.79951
H 0.53440 -2.76671 -0.34310
H 0.14380 -4.44055 -0.47154
H 0.21864 -3.45583 3.26186
H -0.17682 -4.97652 2.52182
H -2.02700 -3.40260 4.15611
H -2.52469 -4.69475 2.97272
H -4.10664 -2.70635 3.47455
H -4.49383 -2.34553 1.77978
H -3.62895 -1.09484 2.74963
S -0.04692 -3.08295 -3.08081
C 1.54893 -3.34470 -3.63391
N 1.77857 -4.47928 -4.37107
C 2.98695 -4.85950 -4.77801
C 4.09664 -4.12271 -4.38142
C 3.89465 -2.96527 -3.63673
C 2.65406 -2.54478 -3.28081
H 0.94772 -4.99815 -4.66910
H 3.13959 -5.73475 -5.42635
H 5.05321 -4.47221 -4.61272
H 4.70316 -2.31760 -3.39179
H 2.49887 -1.61998 -2.79309
O 0.51343 0.40571 0.24220
Si 1.41052 1.17039 1.31293
C 2.41132 0.04921 2.49258
C 1.81352 -0.39795 3.70665
C 2.44210 -1.36332 4.46986
C 3.75490 -1.78391 4.16831
C 4.38186 -1.24959 3.07270
C 3.70518 -0.39751 2.20695
C 2.74304 2.25057 0.45090
C 2.57272 2.59831 -0.90875
C 3.56651 3.22568 -1.59200
C 4.75479 3.57758 -0.99742
C 4.94103 3.29132 0.34800
C 3.92005 2.59963 1.06131
C 0.38411 2.32286 2.39271
C -0.91267 1.96281 2.73358
C -1.66232 2.82754 3.50253
C -1.15597 4.00957 3.99739
C 0.16058 4.36137 3.65147
C 0.94661 3.51423 2.89107
H 0.84152 -0.02805 4.04149
H 1.89712 -1.82399 5.29216
H 4.19976 -2.62831 4.71606
H 5.41604 -1.57044 2.87508
H 4.17019 -0.03653 1.25261
H 1.66207 2.24271 -1.36504
H 3.45282 3.40508 -2.63732
H 5.62273 4.00068 -1.55313
H 5.84620 3.59350 0.87905
H 4.13206 2.38124 2.10981
H -1.38447 1.06666 2.38546
H -2.64851 2.53179 3.74540
H -1.79747 4.63035 4.61711
H 0.59418 5.25726 4.09572
H 1.97500 3.83657 2.61355
F 1.23140 0.33556 -2.82940
B 0.55542 0.43953 -4.14812
F 1.12639 -0.43011 -4.99796
F 0.41561 1.68696 -4.59038
F -0.81262 -0.10792 -3.69146
*
```

Properties
HOMO	-10.407	eV
M	814.65	Da
frontier orbital gap	8.3	eV

The computed Löwdin charges, all in e, follow: number 1, Y, carries 1.4957; number 2, C, carries -0.0423; number 3, N, carries -0.0928; number 4, C, carries -0.0982; number 5, C, carries -0.1060; number 6, N, carries -0.0646; number 7, C, carries 0.0164; number 8, C, carries -0.3102; number 9, N, carries -0.0589; number 10, C, carries -0.1975; number 11, C, carries -0.2341; number 12, N, carries -0.0232; number 13, C, carries -0.2895; number 14, N, carries -0.0943; number 15, C, carries -0.0711; number 16, C, carries -0.0928; number 17, C, carries -0.1207; number 18, N, carries -0.0917; number 19, C, carries -0.0489; number 20, H, carries 0.1047; number 21, H, carries 0.0984; number 22, H, carries 0.0691; number 23, H, carries 0.1097; number 24, H, carries 0.1366; number 25, H, carries 0.1372; number 26, H, carries 0.1437; number 27, H, carries 0.1234; number 28, H, carries 0.0719; number 29, H, carries 0.0675; number 30, H, carries 0.0960; number 31, H, carries 0.1255; number 32, H, carries 0.1330; number 33, H, carries 0.0706; number 34, H, carries 0.0942; number 35, H, carries 0.0094; number 36, H, carries 0.0961; number 37, H, carries 0.1268; number 38, H, carries 0.1270; number 39, H, carries 0.1301; number 40, H, carries 0.1453; number 41, H, carries 0.1059; number 42, H, carries 0.0827; number 43, H, carries 0.1025; number 44, S, carries 0.6415; number 45, C, carries -0.6836; number 46, N, carries 0.0544; number 47, C, carries -0.0536; number 48, C, carries -0.0364; number 49, C, carries -0.0335; number 50, C, carries -0.0708; number 51, H, carries 0.1541; number 52, H, carries 0.1440; number 53, H, carries 0.0938; number 54, H, carries 0.1178; number 55, H, carries 0.0879; number 56, O, carries -0.4363; number 57, Si, carries 0.4938; number 58, C, carries -0.2087; number 59, C, carries -0.0951; number 60, C, carries -0.1046; number 61, C, carries -0.0941; number 62, C, carries -0.1041; number 63, C, carries -0.1065; number 64, C, carries -0.2270; number 65, C, carries -0.0894; number 66, C, carries -0.1014; number 67, C, carries -0.0927; number 68, C, carries -0.0664; number 69, C, carries -0.1235; number 70, C, carries -0.2280; number 71, C, carries -0.1137; number 72, C, carries -0.1105; number 73, C, carries -0.0768; number 74, C, carries -0.0795; number 75, C, carries -0.0739; number 76, H, carries 0.0977; number 77, H, carries 0.0987; number 78, H, carries 0.1102; number 79, H, carries 0.1112; number 80, H, carries 0.1147; number 81, H, carries 0.0538; number 82, H, carries 0.1001; number 83, H, carries 0.1193; number 84, H, carries 0.1046; number 85, H, carries 0.1071; number 86, H, carries 0.0848; number 87, H, carries 0.0853; number 88, H, carries 0.1051; number 89, H, carries 0.1057; number 90, H, carries 0.1105; number 91, F, carries -0.0157; number 92, B, carries -1.1861; number 93, F, carries 0.2132; number 94, F, carries 0.2183; number 95, F, carries -0.0984

[5]
Computed, not measured: a single C3H4O2S2 molecule, with ωB97M-V/def2-TZVPD.

```
! wB97M-V def2-TZVPD RIJCOSX def2/J DEFGRID3
* xyz 0 3
C -0.07801 0.50987 -0.35461
C 1.77164 0.58037 -0.06185
C -1.67539 -0.84822 0.49875
O -0.77891 1.29680 -0.92270
O -0.34776 -0.61490 0.31769
S 2.60654 -0.27544 -1.35327
S 2.70608 1.75738 -0.84290
H 1.85360 0.31313 0.94882
H -2.21983 0.12090 0.77908
H -1.72466 -1.62148 1.39820
H -2.11330 -1.21842 -0.40720
*
```

Properties
HOMO (alpha / beta)	-6.407 / -9.160	eV
M	136.20	Da
ΔE to the lowest compared entry with this formula, charge and spin	0.0713	eV
frontier orbital gap (alpha / beta)	7.1 / 6.9	eV

The computed Löwdin charges, all in e, follow: number 1, C, carries -0.4344; number 2, C, carries -0.9640; number 3, C, carries -0.1055; number 4, O, carries 0.1180; number 5, O, carries -0.0852; number 6, S, carries 0.5400; number 7, S, carries 0.5501; number 8, H, carries 0.0344; number 9, H, carries 0.1201; number 10, H, carries 0.1411; number 11, H, carries 0.0853

[6]
Computed, not measured: a single C8H8O4 molecule, with ωB97M-V/def2-TZVPD.

```
! wB97M-V def2-TZVPD RIJCOSX def2/J DEFGRID3
* xyz 0 1
C 2.95405 -0.31047 0.50672
O 2.01769 -0.30538 -0.55090
C 0.77062 -0.73699 -0.24214
C 0.50099 -2.09255 -0.21512
C -0.80215 -2.53891 -0.01391
C -1.82838 -1.62623 0.14407
C -1.58269 -0.25775 0.10142
O -2.65980 0.53866 0.26388
C -0.25169 0.21442 -0.07505
C 0.10215 1.64154 -0.04081
O 1.17926 2.12798 0.22271
O -0.94934 2.46643 -0.33561
H 3.92052 0.00745 0.09205
H 3.04445 -1.30599 0.93111
H 2.67945 0.41736 1.29532
H 1.31934 -2.77905 -0.40230
H -0.99020 -3.60074 0.02546
H -2.85201 -1.93571 0.31073
H -2.39698 1.46197 0.12297
H -0.60463 3.35476 -0.16714
*
```

Properties
HOMO	-8.821	eV
M	168.15	Da
ΔE to the lowest compared entry with this formula, charge and spin	0.1692	eV
frontier orbital gap	9.2	eV

The computed Löwdin charges, all in e, follow: number 1, C, carries -0.0690; number 2, O, carries -0.0942; number 3, C, carries -0.2509; number 4, C, carries -0.0109; number 5, C, carries -0.0528; number 6, C, carries -0.0157; number 7, C, carries -0.2418; number 8, O, carries 0.0793; number 9, C, carries 0.0118; number 10, C, carries -0.4202; number 11, O, carries 0.1230; number 12, O, carries 0.0887; number 13, H, carries 0.0995; number 14, H, carries 0.0843; number 15, H, carries 0.0952; number 16, H, carries 0.1222; number 17, H, carries 0.1083; number 18, H, carries 0.1201; number 19, H, carries 0.0862; number 20, H, carries 0.1368

In the order shown, the computed energy values come out to -26885.85287 -8452.34837 -7285.37230 -80796.64498 -28936.86114 -16615.72412 eV.